Here is a molecular structure, C21H45LuOP3S from the Open Molecules 2025 dataset. Energies are from ωB97M-V/def2-TZVPD.

```
72
C21H45LuOP3S | the Open Molecules 2025 dataset | ωB97M-V/def2-TZVPD
Lu 0.35 0.04 0.20
P 1.89 1.92 1.64
P -1.38 1.01 2.31
P -1.20 2.45 -0.51
H 0.51 -3.80 -6.09
C 0.70 -2.78 -6.48
C 1.84 -2.09 -6.27
H 2.59 -2.34 -5.51
C 3.26 0.97 2.41
C 1.56 3.08 3.04
C 2.86 3.05 0.56
C -2.97 0.11 2.05
C -0.95 0.34 3.97
C -2.00 2.66 2.88
C -1.03 2.80 -2.32
C -0.85 4.14 0.10
C -3.04 2.31 -0.50
H -0.09 -2.35 -7.12
H 2.06 -1.24 -6.92
H 3.42 0.05 1.83
H 3.03 0.69 3.45
H 4.19 1.57 2.39
H 1.22 2.54 3.94
H 0.79 3.82 2.76
H 2.48 3.62 3.28
H 3.21 2.51 -0.33
H 3.73 3.41 1.14
H 2.26 3.92 0.22
H -3.65 0.35 2.88
H -2.78 -0.96 2.03
H -3.45 0.39 1.11
H -1.74 0.63 4.68
H 0.01 0.73 4.32
H -0.89 -0.75 3.93
H -2.55 2.52 3.82
H -2.66 3.14 2.16
H -1.16 3.34 3.08
H -1.85 3.47 -2.59
H -1.08 1.88 -2.89
H -0.07 3.29 -2.52
H -1.40 4.85 -0.53
H 0.23 4.35 0.01
H -1.14 4.29 1.14
H -3.43 2.94 -1.31
H -3.52 2.61 0.44
H -3.28 1.27 -0.72
C 0.60 -1.18 -2.94
C -0.71 -1.21 -3.46
C -1.30 -2.43 -3.78
C -0.60 -3.64 -3.58
C 0.74 -3.58 -3.16
C 1.36 -2.36 -2.89
S 1.21 0.28 -2.28
H -1.31 -0.50 -0.67
H -1.28 -0.28 -3.42
H -2.31 -2.38 -4.17
H -1.03 -4.63 -3.77
H 1.35 -4.49 -3.07
H 2.40 -2.33 -2.58
C 0.87 -3.65 2.85
C 0.10 -4.19 1.64
C -0.11 -3.05 0.64
O 0.49 -1.82 1.27
C 1.24 -2.20 2.53
H 0.25 -3.73 3.75
H 1.78 -4.22 3.03
H -0.87 -4.63 1.91
H 0.66 -5.00 1.16
H 0.39 -3.22 -0.31
H -1.16 -2.80 0.47
H 0.90 -1.48 3.29
H 2.32 -2.04 2.37
```

The largest force on an atom comes out at 3.3 eV/Å. As for the total energy: -96847.77350 eV. Its total charge is +3. Its energy above the lowest of the compared OMol25 structures with the same formula, charge and spin is 43.7 kcal per mole.